1.
{"formula": "C3H24O9", "method": "ωB97M-V/def2-TZVPD", "spin_multiplicity": 2, "de_lowest_ev": 0.472, "lumo_energy_ev": [-3.29, -8.68], "max_force_ev_per_a": 2.00, "charge": 1, "gap_ev": [9.03, 3.64], "elements": ["O", "H", "H", "O", "H", "H", "O", "H", "H", "O", "H", "H", "O", "H", "H", "O", "H", "H", "O", "H", "H", "O", "H", "H", "C", "C", "C", "O", "H", "H", "H", "H", "H", "H", "H", "H"], "positions_angstrom": [[0.122, -2.256, 2.966], [-0.228, -1.922, 2.140], [-0.311, -3.102, 3.085], [-0.792, 3.291, 1.832], [-0.190, 3.761, 1.256], [-1.655, 3.427, 1.440], [-0.223, 0.579, 0.895], [-0.391, 1.521, 0.891], [-0.919, 0.214, 1.441], [0.359, 0.100, 4.401], [-0.388, -0.351, 4.008], [0.170, 0.107, 5.339], [0.517, 4.139, -0.417], [-0.201, 3.790, -0.946], [0.743, 4.969, -0.838], [-1.203, -2.126, -0.178], [-2.012, -2.439, 0.226], [-1.435, -1.274, -0.549], [-2.156, -0.615, 2.372], [-2.986, -0.139, 2.331], [-2.404, -1.536, 2.292], [-0.601, 1.131, -2.233], [-0.937, 2.028, -2.237], [-1.301, 0.615, -1.831], [2.038, -1.099, -1.064], [2.007, -1.095, -2.653], [0.787, -1.847, -3.251], [1.988, 0.242, -2.931], [3.051, -0.896, -0.716], [1.916, -2.094, -0.635], [1.228, -0.457, -0.718], [2.983, -1.417, -3.015], [-0.141, -1.435, -2.855], [0.657, -2.894, -2.975], [0.700, -1.593, -4.308], [1.211, 0.674, -2.567]], "forces_ev_per_angstrom": [[0.0, -0.2, 0.1], [0.2, 0.1, -0.5], [0.0, -0.4, 0.1], [-0.3, -0.6, 0.2], [0.4, 0.4, -0.2], [-0.3, 0.3, 0.1], [0.4, -0.4, -1.3], [0.2, 0.6, 0.5], [-0.2, -0.2, 0.5], [0.2, 0.5, 0.1], [-0.1, -0.3, -0.1], [0.0, 0.1, 0.2], [0.1, -0.2, -0.1], [-0.2, 0.0, -0.1], [0.2, 0.4, 0.0], [0.3, -0.3, -0.1], [-0.3, -0.2, -0.1], [0.0, 0.3, 0.2], [-0.2, 0.0, 0.0], [-0.3, 0.3, 0.2], [0.0, -0.3, 0.2], [0.5, -0.1, -0.3], [0.0, 0.2, -0.2], [-0.1, -0.1, 0.3], [0.1, -0.5, 1.3], [0.7, -0.6, -1.0], [-1.2, 0.9, 0.6], [1.3, -0.6, -0.2], [-0.2, 1.0, -0.3], [-0.7, -0.4, -0.8], [0.3, 0.1, 0.4], [-0.2, -0.4, -0.1], [0.0, 0.3, 0.3], [0.9, 0.0, -0.3], [0.5, -0.5, -0.1], [-1.9, 0.6, 0.3]]}


2.
{"formula": "C32H34Cl2O3ReSi", "method": "ωB97M-V/def2-TZVPD", "spin_multiplicity": 2, "de_lowest_ev": 0.722, "lumo_energy_ev": [-8.11, -8.23], "max_force_ev_per_a": 0.76, "charge": 2, "gap_ev": [6.17, 6.06], "elements": ["Re", "C", "C", "C", "C", "C", "C", "C", "C", "C", "H", "H", "H", "H", "H", "H", "H", "H", "H", "H", "H", "H", "Cl", "C", "C", "C", "Cl", "C", "O", "C", "C", "O", "C", "H", "H", "H", "C", "C", "C", "C", "Si", "O", "C", "C", "C", "C", "C", "C", "C", "C", "C", "C", "C", "C", "H", "H", "H", "H", "H", "H", "H", "H", "H", "H", "H", "H", "H", "H", "H", "H", "H", "H", "H"], "positions_angstrom": [[0.035, -0.425, -1.079], [3.292, 0.168, 0.402], [1.928, 0.302, 1.007], [1.021, -0.821, 0.974], [-0.159, -0.784, 1.791], [-0.851, -2.036, 2.221], [-0.553, 0.432, 2.318], [0.282, 1.554, 2.270], [-0.136, 2.828, 2.925], [1.535, 1.452, 1.649], [3.255, -0.232, -0.612], [3.885, -0.529, 1.000], [3.815, 1.122, 0.385], [1.466, -1.792, 0.748], [-0.914, -2.792, 1.442], [-1.841, -1.828, 2.622], [-0.251, -2.472, 3.026], [-1.471, 0.487, 2.893], [-0.398, 3.563, 2.157], [0.684, 3.253, 3.505], [-0.996, 2.683, 3.575], [2.221, 2.286, 1.703], [-4.935, -4.123, -5.052], [-3.696, -3.177, -4.351], [-3.102, -2.155, -5.117], [-2.094, -1.358, -4.619], [-1.382, -0.146, -5.589], [-1.656, -1.549, -3.303], [-0.685, -0.811, -2.815], [-2.252, -2.587, -2.537], [-1.746, -2.861, -1.276], [-0.843, -2.155, -0.693], [-3.271, -3.406, -3.077], [-3.440, -1.993, -6.133], [-2.094, -3.730, -0.720], [-3.699, -4.199, -2.476], [1.794, 3.762, -4.457], [1.866, 2.669, -3.372], [3.119, 2.915, -2.518], [1.965, 1.292, -4.050], [0.362, 2.771, -2.321], [0.468, 1.205, -1.431], [0.351, 4.140, -1.076], [-0.705, 5.058, -1.137], [-0.734, 6.168, -0.303], [0.291, 6.377, 0.609], [1.343, 5.472, 0.689], [1.370, 4.365, -0.143], [-1.319, 2.595, -3.100], [-2.347, 1.978, -2.377], [-3.646, 1.941, -2.860], [-3.947, 2.534, -4.081], [-2.946, 3.167, -4.803], [-1.646, 3.200, -4.316], [2.772, 3.847, -4.938], [1.556, 4.748, -4.046], [1.080, 3.515, -5.243], [4.003, 2.752, -3.141], [3.195, 2.219, -1.674], [3.169, 3.938, -2.141], [2.790, 1.299, -4.768], [1.057, 1.029, -4.598], [2.181, 0.496, -3.332], [-1.515, 4.914, -1.843], [-1.554, 6.871, -0.373], [0.275, 7.246, 1.254], [2.148, 5.640, 1.394], [2.212, 3.684, -0.082], [-2.150, 1.537, -1.403], [-4.428, 1.471, -2.276], [-4.962, 2.519, -4.458], [-3.175, 3.644, -5.748], [-0.894, 3.717, -4.898]], "forces_ev_per_angstrom": [[0.0, -0.5, -0.2], [0.0, 0.0, 0.0], [0.0, -0.1, -0.1], [0.0, 0.1, -0.3], [0.0, 0.1, 0.1], [0.0, -0.1, 0.0], [0.0, 0.0, 0.1], [-0.1, 0.0, 0.0], [0.0, 0.1, 0.0], [0.0, 0.0, 0.0], [0.0, 0.0, 0.0], [0.0, 0.0, 0.0], [0.0, 0.0, 0.0], [0.0, 0.0, 0.1], [0.0, 0.1, 0.1], [0.0, 0.0, 0.0], [0.0, 0.0, 0.0], [0.0, 0.0, 0.0], [0.0, 0.0, 0.0], [0.0, 0.0, 0.0], [0.0, 0.0, 0.0], [0.0, 0.0, 0.0], [-0.1, 0.0, 0.0], [0.0, 0.0, 0.0], [0.1, 0.1, -0.1], [-0.1, -0.1, 0.0], [0.0, 0.0, 0.0], [-0.1, -0.1, -0.1], [0.2, 0.0, 0.3], [0.2, 0.1, 0.0], [0.1, 0.1, 0.1], [-0.1, 0.0, 0.0], [-0.1, -0.1, 0.0], [0.0, 0.0, 0.0], [0.0, 0.0, 0.0], [0.0, 0.0, 0.0], [0.1, 0.0, 0.0], [0.4, -0.2, -0.4], [0.2, -0.1, -0.1], [0.1, 0.0, -0.1], [-0.5, 0.6, 0.0], [-0.1, 0.2, 0.5], [-0.2, -0.1, 0.0], [0.0, 0.0, 0.1], [0.0, 0.0, 0.0], [0.0, 0.0, 0.0], [0.0, 0.0, 0.0], [0.2, 0.0, 0.0], [0.0, 0.0, 0.1], [-0.1, 0.0, 0.0], [0.0, 0.0, 0.0], [0.0, 0.0, 0.0], [0.0, 0.0, 0.0], [0.0, 0.0, -0.1], [0.0, 0.0, 0.0], [0.0, 0.0, 0.0], [0.0, 0.0, 0.1], [0.0, 0.0, 0.0], [0.0, 0.1, 0.0], [0.0, -0.1, 0.0], [0.0, 0.0, 0.0], [0.0, 0.0, 0.1], [0.0, 0.0, 0.0], [0.0, 0.0, 0.0], [0.0, 0.0, 0.0], [0.0, 0.0, 0.0], [0.0, 0.0, 0.0], [-0.1, 0.1, 0.0], [0.0, 0.0, 0.0], [0.0, 0.0, 0.0], [0.0, 0.0, 0.0], [0.0, 0.0, 0.0], [0.0, 0.0, 0.0]]}


3.
{"formula": "C28H76CaNO29PS8", "method": "ωB97M-V/def2-TZVPD", "de_lowest_ev": 4.096, "lumo_energy_ev": 0.17, "max_force_ev_per_a": 4.16, "charge": 0, "gap_ev": 8.30, "elements": ["Ca", "C", "C", "C", "O", "C", "N", "H", "H", "H", "H", "H", "H", "H", "H", "H", "H", "H", "H", "P", "O", "O", "O", "O", "O", "S", "O", "O", "C", "C", "C", "H", "H", "H", "H", "H", "H", "H", "H", "O", "S", "O", "O", "C", "C", "C", "H", "H", "H", "H", "H", "H", "H", "H", "O", "S", "O", "O", "C", "C", "C", "H", "H", "H", "H", "H", "H", "H", "H", "O", "S", "O", "O", "C", "C", "C", "H", "H", "H", "H", "H", "H", "H", "H", "O", "S", "O", "O", "C", "C", "C", "H", "H", "H", "H", "H", "H", "H", "H", "O", "S", "O", "O", "C", "C", "C", "H", "H", "H", "H", "H", "H", "H", "H", "O", "S", "O", "O", "C", "C", "C", "H", "H", "H", "H", "H", "H", "H", "H", "O", "S", "O", "O", "C", "C", "C", "H", "H", "H", "H", "H", "H", "H", "H"], "positions_angstrom": [[-1.715, -1.645, -0.764], [2.485, -0.892, 2.935], [3.593, -1.178, 1.903], [4.335, -2.553, 2.038], [5.229, -2.703, 0.979], [6.270, -3.788, 1.244], [3.019, -0.931, 0.430], [2.478, -0.078, 0.441], [3.753, -0.869, -0.261], [2.282, -1.555, 0.134], [2.806, -1.211, 3.927], [1.637, -1.512, 2.645], [2.023, 0.094, 2.886], [4.363, -0.413, 1.807], [3.796, -3.472, 2.267], [4.864, -2.423, 2.982], [7.274, -3.598, 0.863], [6.004, -4.769, 0.849], [6.441, -3.791, 2.320], [-0.080, 0.106, -0.185], [-1.518, 0.410, 0.200], [1.131, 1.042, 0.111], [-0.172, -0.282, -1.652], [0.081, -1.403, 0.403], [1.036, 0.109, 5.456], [-0.266, -0.281, 4.989], [-0.572, -1.727, 4.919], [-1.436, 0.455, 6.002], [-2.494, -0.442, 6.425], [-3.465, 0.143, 7.392], [-0.747, 0.523, 3.494], [-1.961, -1.292, 6.851], [-2.996, -0.815, 5.532], [-4.184, -0.491, 7.911], [-4.007, 0.951, 6.901], [-2.852, 0.497, 8.221], [-1.833, 0.431, 3.528], [-0.262, 0.059, 2.636], [-0.435, 1.564, 3.402], [1.273, 3.069, -4.255], [2.417, 2.216, -4.176], [2.583, 1.184, -5.154], [3.890, 3.169, -4.022], [5.016, 2.902, -4.838], [5.765, 1.658, -4.358], [2.511, 1.298, -2.617], [5.696, 3.753, -4.794], [4.784, 2.828, -5.901], [5.088, 0.824, -4.170], [6.320, 2.020, -3.493], [6.440, 1.258, -5.115], [3.229, 0.495, -2.451], [1.548, 0.824, -2.426], [2.648, 2.050, -1.839], [-0.749, -4.031, -4.946], [-0.230, -3.327, -3.782], [-1.040, -2.809, -2.708], [0.781, -4.353, -3.099], [1.326, -4.061, -1.820], [1.980, -5.353, -1.414], [1.031, -1.947, -4.224], [0.739, -3.612, -1.018], [2.161, -3.382, -1.994], [2.549, -5.808, -2.226], [1.177, -6.026, -1.113], [2.502, -5.200, -0.470], [1.866, -2.266, -4.848], [1.388, -1.505, -3.294], [0.445, -1.231, -4.801], [4.831, 1.893, -0.708], [4.720, 2.665, 0.516], [5.163, 2.227, 1.837], [5.407, 4.150, 0.285], [5.267, 4.765, -0.999], [5.971, 6.067, -0.832], [3.027, 3.259, 0.843], [4.250, 4.821, -1.388], [5.790, 4.044, -1.627], [5.614, 6.519, 0.094], [5.727, 6.823, -1.579], [7.058, 6.137, -0.885], [2.523, 2.448, 1.368], [2.550, 3.428, -0.123], [3.156, 4.108, 1.514], [-4.015, -1.172, 2.845], [-4.423, -0.768, 1.512], [-3.717, -1.400, 0.368], [-6.064, -0.953, 1.381], [-6.725, -1.216, 0.180], [-8.042, -1.879, 0.639], [-4.338, 1.097, 1.343], [-6.092, -1.795, -0.492], [-7.044, -0.235, -0.172], [-7.852, -2.736, 1.285], [-8.834, -2.204, -0.035], [-8.568, -1.124, 1.224], [-4.444, 1.384, 0.296], [-3.324, 1.413, 1.588], [-5.140, 1.366, 2.030], [-0.425, 5.951, 1.456], [-1.448, 5.127, 0.882], [-2.863, 5.330, 1.323], [-1.350, 5.440, -0.717], [-0.179, 5.142, -1.439], [0.986, 6.016, -1.090], [-0.868, 3.422, 0.868], [-0.439, 5.392, -2.467], [0.095, 4.101, -1.614], [1.392, 5.952, -0.080], [0.671, 7.036, -1.310], [1.847, 5.838, -1.734], [0.208, 3.291, 0.758], [-1.437, 2.813, 0.165], [-1.102, 2.998, 1.845], [-3.117, -0.309, -2.391], [-2.619, 0.596, -3.480], [-1.777, 0.174, -4.563], [-3.986, 1.327, -4.065], [-4.908, 0.574, -4.867], [-5.797, -0.181, -3.870], [-1.858, 2.103, -2.693], [-4.283, -0.126, -5.422], [-5.453, 1.019, -5.699], [-6.377, 0.499, -3.247], [-5.245, -0.862, -3.222], [-6.509, -0.923, -4.229], [-0.948, 1.796, -2.177], [-2.582, 2.497, -1.981], [-1.636, 2.905, -3.397], [-1.951, -6.106, 1.256], [-1.857, -4.681, 1.330], [-1.963, -3.831, 0.133], [-3.177, -4.153, 2.314], [-3.656, -5.071, 3.304], [-4.586, -6.083, 2.530], [-0.403, -4.064, 2.254], [-4.192, -4.691, 4.173], [-2.850, -5.633, 3.775], [-4.133, -6.460, 1.613], [-5.534, -5.662, 2.195], [-4.615, -6.902, 3.249], [-0.451, -2.998, 2.030], [0.532, -4.481, 1.881], [-0.631, -4.164, 3.315]], "forces_ev_per_angstrom": [[-1.9, -1.3, -1.2], [0.0, -1.1, -1.1], [-0.3, 0.0, -2.0], [0.0, 1.1, 0.9], [2.1, -1.7, -0.6], [-0.9, 1.3, 0.5], [0.7, -1.3, 1.7], [-0.8, 1.7, -0.1], [0.3, -0.1, 0.0], [-0.6, -0.9, 0.0], [0.0, 0.5, 0.0], [-0.1, -0.4, 0.1], [0.9, 0.3, 0.2], [0.2, -0.1, 0.9], [-1.0, 0.1, -0.6], [0.4, 0.3, 0.3], [-0.4, 0.9, -0.6], [-0.6, 0.2, 0.2], [-0.3, -0.4, 0.1], [2.5, -1.2, 0.5], [-0.4, 2.0, 1.2], [-1.4, -0.8, 0.6], [0.8, 0.9, -2.2], [1.7, 1.0, 1.4], [-0.8, 0.1, -0.3], [-1.4, -1.2, 1.6], [0.5, 2.6, -0.2], [1.3, -0.5, -0.9], [0.4, -2.1, -0.7], [0.6, 1.3, 0.6], [0.2, 0.1, -0.3], [-0.4, -0.2, 0.2], [-0.1, 0.0, -0.1], [0.1, -0.6, -0.8], [0.0, 0.2, 0.3], [-0.2, 0.7, 0.1], [0.1, -0.1, -0.6], [-0.4, -0.6, 0.0], [-0.1, 0.0, 0.8], [0.8, 0.4, 0.5], [2.4, -1.6, 1.1], [0.4, 0.5, -1.0], [-2.8, -0.4, 0.0], [0.5, -1.1, -1.0], [-0.1, 0.5, -0.2], [-0.9, 1.4, 0.7], [-0.3, 0.3, 0.4], [-0.6, -0.1, 0.0], [-0.1, 0.2, 0.4], [0.0, -0.8, 0.3], [0.3, 0.4, 0.0], [0.6, 0.5, -1.0], [-0.5, 0.2, -0.3], [0.0, -0.2, 0.0], [0.5, 1.4, 2.0], [2.4, 0.6, -1.3], [-0.6, -0.5, -0.9], [-1.3, -0.1, -0.3], [2.4, 0.0, 0.0], [-1.2, -0.4, 1.1], [-1.5, -0.7, -0.2], [-0.8, -0.2, -0.5], [0.0, 0.6, -0.1], [0.2, 0.2, 0.3], [0.0, -0.4, -0.3], [0.7, 0.0, -0.3], [-0.3, -0.6, 0.1], [-0.5, -0.1, 0.1], [0.0, 0.2, 0.3], [0.2, 0.3, 1.3], [-0.8, 2.1, 1.6], [0.2, 0.0, -2.2], [-0.8, -2.0, 1.2], [1.4, -1.2, -0.8], [-0.2, 1.9, -0.4], [0.9, -1.0, -0.4], [-0.2, 0.2, 0.5], [0.0, 0.5, -0.7], [0.2, 0.0, 0.2], [-0.6, -0.3, -0.4], [0.0, -1.0, 0.5], [-0.1, 0.0, -0.2], [-0.2, 0.3, 0.3], [-0.1, 0.1, -0.4], [-1.1, 0.6, -1.6], [1.1, 0.5, -1.2], [-2.4, 0.7, 2.1], [3.1, -0.1, 2.1], [-1.9, -0.1, -0.7], [-0.2, -0.1, 0.6], [0.2, -1.8, 0.2], [-0.2, 0.2, -0.1], [0.5, -0.1, -0.9], [0.2, 0.1, 0.1], [0.7, 0.1, -0.9], [0.2, 0.0, 0.4], [-0.6, -0.3, 0.1], [-0.1, -0.3, 0.5], [0.2, 0.6, -0.2], [-0.3, -0.2, 0.7], [-1.3, 0.8, -0.3], [3.7, -1.1, -1.6], [-1.7, -0.6, 1.1], [0.9, 0.1, -1.7], [0.8, 0.7, 0.0], [-1.0, -0.2, 0.9], [-0.3, 0.3, 0.0], [-0.3, -0.5, 1.1], [-0.5, 0.0, 0.1], [0.2, 0.2, 0.4], [-0.1, -0.3, -0.4], [-0.2, 0.5, -0.4], [0.1, 0.2, -0.2], [-0.1, 0.2, 0.1], [1.4, 1.4, -2.6], [-0.9, 1.2, 2.1], [-0.7, -0.5, 0.5], [1.0, 0.9, 0.0], [0.5, -3.0, 0.6], [-0.6, -0.7, 0.2], [-0.8, -0.4, -0.1], [0.0, -0.5, 0.0], [0.2, 1.4, 0.7], [0.2, 0.2, 0.0], [0.6, 0.6, 0.1], [-0.3, 0.4, -1.1], [-0.2, -0.4, -0.2], [-0.1, -0.3, 0.0], [-0.1, -0.5, -0.5], [0.6, 0.4, -0.4], [-1.6, 2.1, 1.0], [0.0, -1.8, 1.7], [2.3, 0.5, -1.0], [-0.7, -2.3, -1.8], [1.1, 0.3, 0.9], [-1.5, 0.4, -0.3], [0.0, 1.2, -0.6], [0.4, -0.1, -0.3], [0.3, 0.1, 0.4], [-0.2, 0.0, 0.7], [-1.0, -0.4, -0.3], [0.2, 0.2, -0.2], [-0.3, -0.3, 0.1], [0.3, -0.4, -0.1]]}